1.
Entry from the Open Molecules 2025 dataset: a single CH3ClN2S molecule at a distorted geometry (ωB97M-V with the def2-TZVPD basis set).

Geometry as ORCA input:
```
! wB97M-V def2-TZVPD RIJCOSX def2/J DEFGRID3
* xyz 0 1
Cl 3.31896 -0.91847 -0.26018
S 1.76632 0.95152 -0.24193
N -0.90734 -0.73962 -0.08269
N -0.87347 0.61019 -0.00515
C 0.23439 1.30081 0.04466
H 0.04725 -1.09172 0.19134
H -1.76169 -1.25379 0.30918
H -1.82442 1.14108 0.04476
*
```

For the total energy, the calculation gives -1007.67453 hartree. For the gap between HOMO and LUMO, the calculation gives 7.8 eV. The max |F| comes out at 0.094 hartree/bohr. The LUMO energy is -1.321 eV. The HOMO energy is -9.12 eV.

Here are the natural (NBO) charges for atoms 1 to 4, given in e: -0.478, 0.401, -0.660, -0.395

---

2.
Entry from the Open Molecules 2025 dataset: a molecular structure, C39H42BrIMnN3O2S (ωB97M-V with the def2-TZVPD basis set).

Geometry as ORCA input:
```
! wB97M-V def2-TZVPD RIJCOSX def2/J DEFGRID3
* xyz 2 5
I -3.67590 -2.04871 -3.90488
Br 0.75356 2.15287 0.79743
Mn 1.36329 -0.28564 -1.52904
S 0.03410 2.70151 -2.88613
O 0.44399 1.29258 -2.45487
O 0.14758 -0.65145 -0.29568
N 0.45994 -1.68025 -2.88498
N 2.94975 -0.41842 -0.20851
N 2.90292 0.02800 -2.80941
C -2.43472 -3.50925 1.12303
C 5.32532 -0.01067 -0.09215
C -2.09748 4.91843 -0.33497
C 4.11240 0.12900 -2.19862
C -1.17262 4.52407 -1.28911
C 4.06908 -0.58314 1.87737
C -0.27548 -3.81729 2.37786
C -1.21831 3.22159 -1.76480
C 3.94499 0.57032 -4.87531
C 5.17188 0.66948 -4.26293
C -1.61884 -2.29031 -3.86792
C 1.09306 -2.53065 -3.70231
C -2.44915 1.80273 5.07632
C -3.03955 4.02036 0.16671
C -2.14849 2.30599 -1.28958
C -1.61012 -1.20016 2.85543
C -0.87196 -1.56898 -2.95775
C -1.63338 0.06450 3.42681
C 4.13572 -0.10590 -0.79471
C -0.91298 1.05883 2.77957
C -2.37760 0.31215 4.74114
C -3.05059 2.71251 -0.32518
C -0.34036 -0.48544 0.97623
C -0.96513 -1.53168 1.66211
C 2.82281 0.25207 -4.11099
C -1.63632 -0.41423 5.87568
C -0.98292 -3.02553 1.26286
C 0.41286 -3.28990 -4.63039
C 6.51105 0.54493 -2.13541
C -0.26751 -3.36212 -0.04580
C -4.01283 4.45063 1.23405
C -3.80969 -0.23271 4.63525
C -0.28321 0.76826 1.58848
C 5.28046 0.45023 -2.87744
C 6.53122 0.32580 -0.80520
C 2.91503 -0.65268 1.08949
C -0.94729 2.40320 -4.33651
C -0.96685 -3.16456 -4.72519
C 5.26656 -0.25917 1.29514
H -1.60285 -1.49319 5.70264
H -0.29276 -4.88471 2.14274
H -0.29120 -4.44612 -0.17875
H -0.76310 -2.90980 -0.90343
H -1.46152 2.22659 5.27836
H -3.05124 1.94329 5.97577
H -2.07626 5.93594 0.04066
H -2.44677 -4.55928 0.81866
H 0.77922 -3.05492 -0.03874
H 2.16591 -2.61800 -3.58851
H -3.82938 -1.31624 4.49918
H -0.29116 1.98881 -5.10239
H -1.35066 3.36172 -4.66872
H -0.75434 -3.68095 3.34811
H -3.50680 4.53860 2.19897
H -2.12159 -1.99682 3.38104
H 3.83182 0.73666 -5.93746
H -0.42575 5.22164 -1.65628
H 0.95458 -3.97506 -5.26788
H -3.77696 2.00452 0.05815
H -1.74917 1.71025 -4.08068
H 6.05836 0.91651 -4.83735
H -4.34568 0.22642 3.79926
H 1.83935 0.18073 -4.55562
H -1.52272 -3.74437 -5.45051
H 3.99329 -0.78191 2.93724
H -2.99006 -3.43400 2.05836
H 0.77092 -3.50802 2.47267
H -2.91818 2.37385 4.26830
H -0.60948 -0.04958 5.96828
H -2.14604 -0.24300 6.82804
H -2.15170 1.28289 -1.64638
H -4.82813 3.73692 1.34378
H -1.33959 -0.89330 -2.25386
H 6.17094 -0.19566 1.88907
H -2.96829 -2.92789 0.36504
H 1.95443 -0.90548 1.52211
H -4.43825 5.42749 1.00240
H 7.42010 0.79400 -2.66930
H -4.35739 -0.00919 5.55351
H 7.45714 0.40176 -0.24833
H -0.83728 2.05770 3.18674
*
```

For the total energy, the calculation gives -6246.58913 hartree. For the gap between HOMO and LUMO (spin up / spin down), the calculation gives 6.2 / 6.5 eV. Its expectation value of S² is 6.05. The max |F| comes out at 0.015 hartree/bohr. The LUMO energy (spin up / spin down) is -6.665 / -6.472 eV. The HOMO energy (spin up / spin down) is -12.88 / -12.99 eV.

Here are the Mulliken charges for atoms 1 to 4, given in e: 0.136, -0.090, -0.396, 0.067

---

3.
Entry from the Open Molecules 2025 dataset: 13 unconnected molecules or ions with the total composition C36H96N10O13 at a distorted geometry (ωB97M-V with the def2-TZVPD basis set).

Geometry as ORCA input:
```
! wB97M-V def2-TZVPD RIJCOSX def2/J DEFGRID3
* xyz 0 1
O 3.12788 -3.92539 -0.49199
O -1.30487 -1.24248 -5.40469
O -4.67735 3.60956 -3.17523
O -0.57721 -5.87634 -2.50822
O 1.52890 0.80390 1.89561
O 1.54169 -1.55742 -0.00816
O -5.56221 -4.13039 -2.01426
O 3.25381 3.86519 -2.62527
O 6.40007 2.17899 -3.95739
O 3.68566 -6.10167 -2.10393
O 0.54552 2.17428 5.27374
O 1.46900 3.45316 2.72448
O -4.86911 -1.45776 -3.35963
N -1.00279 -3.33383 -6.27054
N -2.37690 -3.03024 -4.47882
N -3.81239 0.35794 -4.20115
N 0.53726 -0.67397 -0.45565
N -0.28428 -7.84514 -1.39988
N 5.81538 2.92493 -1.89040
N 7.95921 2.27919 -2.27560
N -0.75171 2.27754 5.78464
N -5.27360 0.63215 -2.48409
N -1.14401 -6.04081 -0.32366
C -0.97876 -1.62857 1.15611
C 0.84516 4.28464 -2.88285
C 1.65703 4.11515 1.48194
C 3.35162 -5.88449 -3.48825
C 2.26297 4.88429 -2.66145
C 3.52572 -0.49097 2.68209
C -0.56172 4.47920 6.92978
C -1.83913 -0.17502 -0.65311
C 2.21805 0.83334 -1.27700
C -1.81337 2.28226 4.75720
C -3.16123 2.07732 5.46343
C 1.31354 -0.83170 -2.89907
C -1.51698 -2.45551 -5.34342
C -0.64777 -6.54929 -1.46967
C -0.80664 -1.28125 -0.32857
C -2.28632 2.82141 7.67310
C -0.13464 1.08830 -2.07736
C 0.94815 0.04616 -1.68350
C 4.34600 -3.67226 0.22645
C 3.16019 4.18221 1.17166
C -4.44327 4.67387 -2.24830
C -1.00581 -2.53433 -1.18883
C -1.51741 0.49235 -1.97280
C -4.71252 -0.23140 -3.37246
C 2.11235 -0.01646 2.92447
C -1.64262 1.03746 3.87626
C 5.03360 -2.50170 -0.47708
C 6.70219 2.44657 -2.80299
C 0.08435 2.36993 8.10201
C -1.88294 3.57617 3.93529
C -3.32902 4.19811 -1.32558
C -4.84976 -5.53354 -0.28676
C -3.42913 2.95801 6.68512
C -4.48942 -4.30915 -1.09422
C -0.87345 2.97082 7.05865
C 2.42938 -4.67595 -3.60769
H -0.90516 3.83031 3.51595
H 1.89801 -0.25397 -3.60823
H -5.17736 -6.36229 -0.91165
H -5.45288 -3.35685 -2.58030
H -1.49071 -6.73583 0.31528
H 2.73946 -6.71927 -3.84639
H -0.19985 1.34587 8.36069
H 3.23595 -4.75273 -0.98907
H -4.30794 -3.38791 -0.53182
H 0.22302 5.12265 -3.20746
H -3.21491 4.82116 -0.44023
H -0.86587 -0.73808 1.77847
H 1.36397 2.51614 2.47258
H 4.20154 0.36460 2.57225
H 3.33976 3.50734 -3.51934
H -3.92273 -5.90764 0.16103
H -5.17490 1.59366 -2.75970
H 3.35715 4.60929 0.18646
H 1.33519 0.23231 1.12578
H 4.39157 -1.62190 -0.41410
H -1.27471 -5.07155 -0.10795
H -1.89761 -3.10410 -0.91990
H -0.84452 1.13588 3.13555
H 8.09937 2.47080 -1.30516
H -0.75744 -2.97856 -7.17657
H 4.84925 3.11205 -2.12896
H 0.09137 2.92515 9.03913
H -0.12175 1.97049 -1.43501
H -2.80503 -0.68309 -0.64766
H 2.27811 5.22805 -1.62573
H 1.09807 2.24080 7.71953
H 0.81510 3.39323 -3.50466
H 4.97952 -4.56005 0.17999
H 0.25340 4.61607 6.21306
H 6.01230 -2.23269 -0.07471
H -1.57413 -0.31804 -2.71122
H 2.52819 5.69825 -3.33581
H -2.51886 3.52139 3.04815
H 0.36172 3.98467 -1.95246
H 2.65473 1.34202 -2.13588
H 6.08940 3.17294 -0.95894
H -1.43530 5.02800 6.57835
H -2.43567 1.86067 8.17079
H -2.54206 0.86913 3.28175
H -3.40425 3.14040 -1.07992
H -1.36601 -4.26347 -6.19628
H 3.99046 -7.01036 -2.03408
H -3.57031 4.00576 6.40605
H 3.68390 -1.05306 1.76267
H 0.39206 -1.26987 -3.28067
H -2.27008 1.20863 -2.30239
H 3.52981 3.15737 1.24332
H 0.65336 3.01884 4.79818
H -5.51568 3.75764 -3.62496
H -4.20686 5.59708 -2.77953
H 5.16643 -2.71151 -1.53887
H 2.08951 -4.60301 -4.64112
H -2.55755 -4.01262 -4.44613
H -2.24692 4.40542 4.54231
H -1.36968 0.20508 4.52355
H -2.94032 -2.37485 -3.95302
H -0.24193 -2.35556 1.49605
H -3.57273 -4.48288 -1.67173
H 2.98820 -3.78855 -3.31164
H -0.14387 -3.19710 -1.09564
H -0.11046 1.35884 -3.13390
H 3.90611 -1.11285 3.49340
H 8.64241 1.83558 -2.86026
H 1.94976 0.62066 3.79236
H 1.57315 -0.95796 3.07859
H -3.20199 -0.23609 -4.74146
H 1.89642 -1.69979 -2.57586
H -5.35354 4.82996 -1.66124
H -3.99493 2.30339 4.78935
H -5.81132 0.33885 -1.69287
H -2.34001 3.60054 8.43741
H 1.21398 5.11480 1.48813
H -1.16688 -2.26387 -2.23096
H 1.11266 3.62429 0.66839
H -3.54297 1.29743 -3.97082
H -1.99887 -1.91992 1.42041
H -4.34211 2.63839 7.19046
H 1.53624 -4.82822 -3.00209
H -5.57923 -5.31058 0.48905
H 3.73083 4.75120 1.90618
H 4.04154 -3.47224 1.25224
H -3.37310 1.03815 5.72817
H 2.97996 0.16310 -0.88295
H -1.77514 0.58067 0.13600
H 1.91955 1.54917 -0.51185
H -2.40519 4.29379 -1.90219
H -0.16649 4.91859 7.84614
H 0.13890 -8.29282 -2.19193
H 1.82116 -2.08180 -0.77822
H 4.23189 -5.84674 -4.13120
H -0.19298 -8.32355 -0.52302
*
```

For the total energy, the calculation gives -2954.95327 hartree. For the gap between HOMO and LUMO, the calculation gives 8.1 eV. The max |F| comes out at 0.055 hartree/bohr. The LUMO energy is 0.352 eV. The HOMO energy is -7.73 eV.

Here are the Mulliken charges for atoms 1 to 4, given in e: -0.411, -0.710, -0.514, -0.604

---

4.
Entry from the Open Molecules 2025 dataset: a molecular structure, C6H9Br2F3NO4S2Zn at a distorted geometry (ωB97M-V with the def2-TZVPD basis set).

Geometry as ORCA input:
```
! wB97M-V def2-TZVPD RIJCOSX def2/J DEFGRID3
* xyz 1 1
Br -4.23670 0.23885 0.62544
Br -3.18790 -2.81233 1.23590
Zn -5.46293 -2.65269 0.22251
S 0.65161 1.70972 1.01206
S 1.83033 0.86790 -1.29050
F -2.57041 0.12867 -1.54784
F -1.63833 -2.47759 -0.93871
F -3.75083 -2.15326 -1.30972
O 1.00813 0.51094 1.73991
O 0.56711 0.21329 -1.59128
O 2.45621 1.45275 -2.44002
O 0.54208 2.85969 1.87029
N 1.66427 2.06868 -0.17965
C 2.94813 -0.38787 -0.66344
C -1.38960 0.01033 0.52684
C -0.99076 1.47801 0.31973
C -2.58808 -0.35286 -0.30722
C 3.75229 -0.04379 0.59821
C -2.70789 -1.88988 -0.45343
H -0.55398 -0.58800 0.18174
H 4.80491 -0.22306 0.41758
H -1.69089 2.11212 0.84850
H 3.47197 -0.72047 1.39251
H -0.99070 1.68913 -0.73819
H 3.64484 0.98102 0.91632
H -1.57007 -0.15198 1.58024
H 3.63592 -0.58402 -1.47558
H 2.35129 -1.28330 -0.55222
*
```

For the total energy, the calculation gives -8612.52285 hartree. For the gap between HOMO and LUMO, the calculation gives 1.8 eV. The max |F| comes out at 0.046 hartree/bohr. The LUMO energy is -9.781 eV. The HOMO energy is -11.61 eV.

Here are the natural (NBO) charges for atoms 1 to 4, given in e: 0.047, 0.083, 1.142, 2.265